(1)
An isolated molecule of C5H5NOS in a non-equilibrium geometry, computed with ωB97M-V/def2-TZVPD.

```
13
Properties=species:S:1:pos:R:3:lowdin_charge:R:1
C -2.395 -1.377 0.189 0.0335
C -1.270 -0.439 -0.087 -0.3389
N -0.130 -0.891 -0.175 0.1150
C 0.871 -0.024 -0.065 -0.9145
S 2.393 -0.573 -0.014 0.6876
C 0.610 1.348 0.285 -0.0968
C -0.632 1.775 -0.109 -0.0992
O -1.652 0.922 -0.128 0.0679
H -2.995 -1.330 -0.687 0.0811
H -1.982 -2.318 0.377 0.0739
H -2.989 -0.905 1.005 0.1124
H 1.402 2.031 0.786 0.1427
H -0.707 2.854 -0.288 0.1353
```

Values from the calculation:
HOMO = -8.14 eV
Charge = 0
SMILES = Cc1nc(=S)cco1


(2)
An isolated molecule of C5H5NS in a non-equilibrium geometry, computed with ωB97M-V/def2-TZVPD.

```
12
Properties=species:S:1:pos:R:3:lowdin_charge:R:1
C 0.799 -2.518 -1.774 0.1393
C 0.510 -1.584 -1.070 -0.0793
C 0.077 -0.485 -0.242 -0.4425
C -1.399 -0.403 -0.063 -0.1420
C -2.110 0.687 -0.344 0.0093
N 0.997 0.265 0.248 -0.3305
S 0.750 1.549 1.298 0.7521
H 1.062 -3.324 -2.404 0.0250
H -1.883 -1.320 0.269 0.1113
H -3.202 0.688 -0.221 0.0718
H -1.664 1.595 -0.699 0.0616
H -0.550 1.542 1.504 -0.1762
```

Values from the calculation:
HOMO = -8.75 eV
Charge = 0
SMILES = C#C/C(C=C)=N/S


(3)
An isolated molecule of C5H6 in a non-equilibrium geometry, computed with ωB97M-V/def2-TZVPD.

```
11
Properties=species:S:1:pos:R:3:lowdin_charge:R:1
C -1.746 0.518 -0.014 -0.0196
C -1.141 -0.635 -0.086 -0.1384
C -0.094 -1.362 -0.011 -0.0885
C 1.143 -0.524 -0.081 -0.1581
C 1.272 0.791 -0.051 0.0095
H -2.210 0.829 -0.931 0.0528
H -2.003 1.014 1.053 0.1332
H 0.129 -2.344 0.097 0.0661
H 1.991 -1.021 0.153 0.0539
H 0.436 1.470 -0.173 0.0421
H 2.222 1.264 0.044 0.0471
```

Values from the calculation:
HOMO = -8.85 eV
Charge = 0
SMILES = C=C=CC=C


(4)
A structure of composition C5H6AuCl2InO3S in a non-equilibrium geometry, computed with ωB97M-V/def2-TZVPD.

```
19
Properties=species:S:1:pos:R:3:lowdin_charge:R:1
In -3.915 1.510 -0.432 1.1496
Au -1.189 -2.691 -0.105 0.7304
Cl -2.067 -0.389 0.129 -0.0027
Cl 0.356 3.360 -2.280 0.5570
C -0.545 -4.465 -0.305 -0.1447
C -2.868 1.854 1.820 -0.0596
C -3.779 -0.261 -2.287 -0.0589
O -0.134 -5.542 -0.404 0.2435
O -2.342 1.510 2.775 0.1792
O -3.535 -1.182 -2.915 0.1868
C 3.004 0.526 1.532 -0.1968
S 1.286 0.350 1.070 1.2422
C 1.419 0.845 -0.621 -0.3379
H 3.026 0.887 2.565 0.1085
H 3.510 1.241 0.879 0.0978
H 3.481 -0.456 1.477 0.1354
H 2.347 1.407 -0.783 0.0837
H 1.371 -0.038 -1.276 0.1219
H 0.575 1.533 -0.837 -0.0355
```

Values from the calculation:
HOMO (alpha / beta) = -23.94 / -24.73 eV
Charge = +4
Multiplicity = 3